No. 1
106
Properties=species:S:1:pos:R:3:forces:R:3:lowdin_charge:R:1 method="wB97M-V/def2-TZVPD" gap_ev=5.569 lumo_ev=3.330 homo_energy_ev=-2.24 spin_multiplicity=1 total_charge=-2
C -2.1510 -2.0165 2.5822 0.019 -0.140 0.011 0.0432
C -1.2319 -1.1993 2.0784 0.150 -0.370 0.064 -0.0917
C -0.3377 -0.2015 2.7878 -1.630 0.621 -0.218 -0.2116
O 0.8946 -0.1490 2.0252 0.041 -0.400 0.530 -0.0740
C 1.9361 -1.0029 2.2903 0.480 0.096 -0.699 -0.3824
C 3.0235 -0.6400 1.2655 0.029 0.618 0.626 -0.1327
C 3.2358 0.8887 1.2955 0.528 -0.323 -0.396 -0.1487
C 2.7012 1.5741 0.0588 0.132 0.689 0.203 -0.2418
O 3.3308 1.0348 -1.0999 -0.254 -0.089 -0.200 -0.2013
C 2.3826 0.8317 -2.1417 0.187 -0.087 0.599 -0.0941
S 1.6678 -2.8073 2.0147 0.795 -1.106 -0.953 0.6772
C 0.9379 -3.5488 3.4601 -0.427 0.521 -0.122 -0.1197
O 0.8684 -3.0785 0.8483 -0.487 0.414 0.221 -0.2989
O 3.0059 -3.3790 1.9244 0.175 0.302 0.731 -0.3604
B -0.1427 -0.4177 4.3669 0.179 0.472 0.694 -0.4636
C 0.9759 0.3805 5.1769 0.228 -0.186 -0.981 0.0092
O -0.8658 -1.3341 5.0884 0.454 -0.661 -0.950 0.1415
C -0.9957 1.2461 2.6330 0.781 0.403 -0.417 -0.2737
C 0.0671 2.3651 2.7541 -0.893 0.722 -0.110 -0.0762
C -0.5781 3.7484 2.4756 0.870 0.465 0.295 -0.1584
C -0.2112 4.3089 1.0906 -0.586 -0.706 -0.348 -0.1753
C -1.3968 4.9517 0.3622 0.443 1.034 -0.351 -0.1995
N -1.4416 4.6165 -1.0809 -0.175 -0.240 0.070 0.0273
C -2.5369 3.8703 -1.5120 -0.149 -0.431 0.034 -0.5770
N -2.5191 2.7607 -2.1273 0.258 0.422 -0.574 0.1300
N -3.8028 4.4670 -1.1903 0.126 0.246 0.466 0.0764
O -1.8832 1.5175 3.6959 0.381 -0.640 -0.323 -0.0320
C -3.2040 0.9715 3.6439 -0.807 0.752 0.643 -0.2228
C -4.2088 2.1561 3.6349 0.390 -0.109 -0.104 -0.1180
C -5.3021 2.0204 2.5847 -0.677 0.012 0.340 -0.1889
C -5.9598 0.6262 2.4543 -0.134 0.265 -0.933 -0.1429
C -6.0373 0.1796 0.9873 0.263 0.173 0.478 -0.1694
O -5.2519 -1.0178 0.7869 -0.658 0.235 -0.002 -0.0226
C -4.6113 -1.0551 -0.3786 0.472 0.581 -0.005 -0.3827
O -4.5303 -2.0418 -1.0340 0.098 -1.280 -0.597 0.0704
C -3.5107 0.1745 4.9412 0.308 -0.360 0.306 -0.7001
O -2.9333 0.5625 5.9750 -0.006 0.180 0.057 -0.0412
O -4.3522 -0.7530 4.8413 -0.112 0.035 -0.274 -0.0671
C -1.5542 1.4943 1.1820 -0.661 0.102 -0.532 -0.6075
O -0.8252 1.1220 0.2341 0.261 0.022 0.169 -0.0173
O -2.6259 2.1387 1.0793 0.166 -0.194 0.255 -0.0040
H -2.5691 -2.7800 1.9347 -0.326 0.278 -0.200 0.0708
H -2.5401 -1.9851 3.5891 0.199 -0.040 0.149 0.0588
H -1.0632 -1.2269 1.0096 0.288 -0.072 -0.010 0.1124
H 2.4089 -0.9142 3.2790 -0.456 -0.145 0.282 0.1386
H 3.9656 -1.0966 1.5476 -0.095 -0.403 -0.100 0.1064
H 2.7308 -0.9787 0.2756 0.033 -0.007 -0.102 0.1192
H 2.8230 1.3426 2.1931 -0.203 0.018 0.017 0.1048
H 4.3132 1.0771 1.3370 0.044 0.018 -0.072 0.1096
H 1.6096 1.5149 0.0070 -0.039 -0.307 -0.042 0.0960
H 2.9663 2.6400 0.1073 -0.117 0.057 0.025 0.1215
H 2.9068 0.3800 -2.9801 -0.006 0.007 -0.101 0.0734
H 1.9216 1.7784 -2.4370 -0.020 0.029 -0.139 0.0838
H 1.6010 0.1682 -1.7652 -0.180 -0.049 -0.261 0.0941
H -0.1397 -3.5660 3.3164 -0.035 -0.020 0.043 0.0582
H 1.1651 -2.9263 4.3215 0.183 -0.126 0.079 0.0545
H 1.3780 -4.5354 3.5427 0.060 -0.078 -0.009 0.0638
H 1.6418 0.8945 4.4820 0.172 0.048 0.169 0.0424
H 0.4671 1.1401 5.7699 -0.075 -0.094 0.220 0.0851
H 1.5836 -0.2792 5.8014 -0.073 0.042 0.267 0.0607
H -0.2711 -1.8201 5.6652 -0.349 0.382 0.664 0.0993
H 0.4764 2.4196 3.7580 0.159 -0.362 -0.003 0.1017
H 0.8259 2.2296 1.9936 0.294 -0.278 0.219 0.0901
H -1.6520 3.7229 2.6111 -0.132 -0.206 -0.047 0.0888
H -0.1928 4.4458 3.2272 -0.083 0.020 0.078 0.1031
H 0.6393 4.9910 1.1466 -0.001 0.120 0.040 0.1014
H 0.1116 3.4706 0.4669 0.006 -0.093 0.036 0.0827
H -2.3419 4.6878 0.8190 -0.021 -0.213 0.030 0.0930
H -1.2883 6.0402 0.4286 -0.201 0.057 0.108 0.0961
H -0.5860 4.1727 -1.3830 0.049 -0.118 0.132 0.1002
H -1.5607 2.4231 -2.2026 -0.047 -0.247 0.165 0.0283
H -4.3060 3.7680 -0.6538 -0.095 -0.036 -0.025 0.0625
H -4.3108 4.6202 -2.0500 -0.053 -0.113 -0.068 0.0592
H -3.3881 0.3854 2.7523 0.388 -0.199 -0.060 0.1239
H -3.6371 3.0601 3.4267 0.049 0.026 -0.102 0.1027
H -4.6118 2.2933 4.6398 -0.197 -0.141 0.016 0.1138
H -6.1035 2.7243 2.8390 0.028 0.136 -0.022 0.0961
H -4.9414 2.3315 1.6069 0.380 -0.042 0.069 0.0725
H -5.4348 -0.1605 2.9944 -0.021 0.089 0.345 0.0920
H -6.9871 0.6902 2.8139 0.015 -0.187 0.305 0.1007
H -5.6630 0.9583 0.3186 0.105 0.025 -0.025 0.1038
H -7.0653 -0.0313 0.6853 -0.001 -0.276 -0.068 0.1117
H -4.1017 -0.1356 -0.6961 -0.172 0.419 0.256 0.1476
C 6.7713 -4.2470 -7.0206 -0.089 -0.065 0.058 -0.1277
O 5.5693 -4.0615 -6.3180 -0.020 0.177 -0.153 -0.1975
C 5.7165 -3.1642 -5.2255 -0.072 -0.257 0.007 -0.2005
C 4.3903 -2.5557 -4.8333 -0.062 0.114 0.112 -0.1753
O 3.9710 -1.4990 -5.6851 0.100 0.000 -0.035 -0.1284
C 3.4600 -1.8522 -6.9587 -0.041 0.122 0.019 -0.1895
C 2.0718 -2.4509 -6.9127 0.024 -0.236 -0.120 -0.2092
O 2.1248 -3.8203 -6.5541 0.041 0.049 0.149 -0.2022
C 0.8857 -4.2889 -6.0673 0.054 -0.044 -0.047 -0.1092
H 7.5480 -4.6789 -6.3766 0.055 0.038 -0.032 0.0856
H 6.5725 -4.9342 -7.8417 -0.012 -0.026 0.020 0.0841
H 7.1341 -3.2989 -7.4374 0.072 -0.011 0.038 0.0858
H 6.4168 -2.3619 -5.4877 -0.004 0.021 0.019 0.1262
H 6.1192 -3.7248 -4.3710 0.069 0.123 0.050 0.1289
H 4.5177 -2.0935 -3.8527 0.003 0.027 -0.010 0.1309
H 3.6156 -3.3177 -4.7357 0.070 -0.104 -0.111 0.1263
H 4.1505 -2.5017 -7.5021 -0.074 -0.135 0.043 0.1197
H 3.3914 -0.9082 -7.5043 0.000 0.017 0.025 0.1248
H 1.6099 -2.3691 -7.9079 -0.051 0.134 0.034 0.1248
H 1.4634 -1.8913 -6.1928 0.004 0.040 -0.015 0.1328
H 0.5802 -3.7383 -5.1716 -0.060 0.017 -0.035 0.0955
H 1.0104 -5.3380 -5.8066 0.020 -0.005 -0.017 0.0858
H 0.1033 -4.2042 -6.8313 -0.041 0.030 0.044 0.0856

***

No. 2
132
Properties=species:S:1:pos:R:3:forces:R:3:lowdin_charge:R:1 method="wB97M-V/def2-TZVPD" gap_ev=6.334 lumo_ev=-5.088 homo_energy_ev=-11.42 spin_multiplicity=1 total_charge=+1
C 3.7124 -5.8342 2.6869 -0.037 0.746 -0.351 0.0370
C 3.1670 -4.7662 1.9957 -0.429 -0.066 1.052 -0.2206
C 1.9933 -4.0351 2.6970 -0.464 -2.221 -1.076 -0.2181
N 1.2711 -3.0389 1.8319 -0.038 -0.859 -0.354 -0.5059
I 0.7362 -4.0971 0.0808 -0.053 -0.171 -0.421 1.2290
C -0.0317 -2.6520 2.4801 -0.937 0.912 0.725 -0.1487
C -0.3843 -1.1806 2.1077 -0.662 1.639 -1.358 -0.3299
N -1.6569 -0.7338 2.6429 1.995 -1.937 1.292 0.1436
C -2.6212 -1.4994 2.3525 -2.446 -0.325 0.189 -0.3599
C -2.9318 -2.1231 0.9668 0.154 -0.878 0.989 -0.0211
C -3.5536 -1.8715 3.5500 0.808 0.100 -0.780 -0.0766
O 0.5945 -0.3684 2.7487 0.076 -1.030 -0.818 -0.0912
C 1.9081 -0.5728 2.2270 0.779 1.113 0.004 -0.3092
C 2.2560 0.6424 1.2470 -0.709 -1.234 -0.492 -0.0617
C 1.9489 1.9965 1.9186 -3.100 -2.779 -2.714 -0.7966
O 2.7469 2.5925 2.4580 3.842 2.772 2.773 0.1058
Br 0.1322 2.7365 1.8109 0.162 -0.531 -0.268 0.7319
B 2.9362 -0.4220 3.4767 0.181 0.089 0.964 -0.5583
N 4.3758 -0.4378 3.3662 -1.833 -0.467 -0.751 0.2245
O 2.3964 -0.2156 4.7522 1.121 -0.648 -0.803 0.0979
C 2.0986 -1.8803 1.3772 0.473 1.885 -0.503 -0.1447
H 4.7377 -5.6801 3.0752 0.162 -1.366 -1.706 0.0843
H 3.1455 -6.7581 2.8842 -0.205 1.060 1.558 0.0794
H 3.5745 -4.4898 1.0068 0.816 1.327 1.271 0.0818
H 1.2508 -4.8344 2.9505 0.313 0.670 0.113 0.1363
H 2.2754 -3.5538 3.6515 0.158 0.060 -0.668 0.1466
H -0.7802 -3.4026 2.1858 0.318 0.503 0.083 0.0084
H 0.0397 -2.6947 3.5933 0.306 0.142 -0.719 0.1398
H -0.4268 -0.9955 0.9981 0.702 -0.408 0.471 0.1677
H -2.6659 -1.4845 0.1074 0.037 -0.252 0.516 0.0915
H -4.0110 -2.3880 0.9356 0.680 0.323 -0.022 0.0968
H -2.4005 -3.1068 0.9257 -0.363 0.647 -0.396 0.0310
H -4.4273 -1.2069 3.6219 0.225 -0.504 -0.055 0.0271
H -2.8957 -1.7977 4.4414 -0.733 0.282 -0.425 0.0454
H -3.8118 -2.9492 3.4607 -0.353 1.005 -0.143 0.0108
H 3.3320 0.5721 0.9719 -0.608 0.457 0.293 0.1396
H 1.6810 0.4891 0.3072 0.128 0.396 0.569 0.1270
H 4.6877 -0.5394 2.4117 0.561 -0.062 0.083 0.0767
H 4.7807 -1.1267 3.9842 0.553 0.431 0.263 0.0992
H 1.8346 -0.9385 5.0344 -0.788 0.110 0.178 0.0514
H 1.8229 -1.6305 0.3282 -0.040 -0.330 0.750 0.0883
H 3.1871 -2.0974 1.3390 -0.806 -0.425 0.252 0.1423
C -3.8251 4.2659 1.5537 0.122 0.155 0.127 -1.0573
Cl -3.2743 4.5635 -0.1014 -0.007 0.040 -0.017 0.4937
Cl -3.4519 2.6160 2.0822 -0.015 -0.070 0.073 0.4713
H -3.3326 4.9762 2.2342 -0.296 -0.916 -1.012 -0.1275
H -4.9008 4.4056 1.5978 0.025 -0.085 -0.104 0.0330
C -1.3648 3.8106 -3.5394 0.095 0.185 0.144 -1.0505
Cl -0.7884 4.2896 -5.1422 -0.065 0.083 -0.005 0.5357
Cl -0.9023 2.1446 -3.1616 -0.033 -0.031 0.112 0.5032
H -0.9300 4.4719 -2.7975 0.129 -0.058 -0.062 0.0096
H -2.4427 3.8899 -3.5169 -0.016 -0.061 -0.123 -0.0886
C -0.3389 0.5922 5.7919 -0.024 0.532 -0.197 -0.9807
Cl -0.5288 -1.1235 6.1979 0.112 -0.177 -0.062 0.5587
Cl -1.3139 1.6264 6.8490 0.191 -0.102 -0.073 0.5759
H 0.7054 0.8645 5.9036 -0.130 -0.032 0.170 0.0136
H -0.6525 0.7443 4.7628 -0.130 -0.155 0.059 0.0104
C -3.5583 -6.5471 3.2943 -0.169 -0.074 -0.060 -1.0278
Cl -5.3002 -6.2584 3.2842 0.048 -0.031 0.012 0.5510
Cl -2.6585 -5.0429 3.0137 0.276 -0.286 0.025 0.5967
H -3.2733 -6.9520 4.2595 0.018 0.148 0.018 0.0334
H -3.3138 -7.2561 2.5106 -0.058 0.431 0.070 -0.0653
C 0.7885 -0.8807 -4.3946 -0.061 0.355 -0.464 -1.0569
Cl 2.0463 0.2230 -3.8339 0.125 0.016 -0.055 0.4955
Cl 0.3351 -2.0116 -3.1223 -0.221 -0.144 0.199 0.4459
H -0.0863 -0.3056 -4.6835 0.023 0.058 0.194 0.0093
H 1.1687 -1.4449 -5.2471 -0.124 0.308 0.490 -0.0802
C -4.6549 -9.9451 2.9341 -0.269 -0.130 0.086 -1.0070
Cl -2.9802 -9.5326 2.5182 0.146 -0.459 -0.136 0.5500
Cl -4.7696 -11.5833 3.5756 -0.034 0.089 -0.019 0.5381
H -5.0132 -9.2475 3.6837 0.096 -0.036 0.032 0.0069
H -5.2657 -9.8725 2.0410 0.116 -0.050 -0.043 0.0349
C -2.3315 7.8734 -4.1854 -0.032 0.026 -0.127 -1.0451
Cl -2.7536 6.9150 -2.7595 -0.162 -0.038 0.042 0.4542
Cl -3.7751 8.3538 -5.0865 0.033 -0.006 -0.073 0.5164
H -1.8041 8.7635 -3.8660 -0.151 0.026 0.072 -0.0164
H -1.6946 7.2783 -4.8326 -0.096 -0.077 0.018 0.0060
C 3.3152 -4.0035 -5.0112 -0.134 0.255 -0.028 -0.9926
Cl 2.7068 -4.6392 -3.4735 -0.023 0.033 -0.143 0.4494
Cl 1.9995 -3.3712 -6.0192 0.312 -0.517 -0.272 0.5879
H 4.0164 -3.2011 -4.8075 -0.115 0.019 0.071 0.0339
H 3.8108 -4.7986 -5.5451 -0.098 -0.143 -0.061 -0.0175
C -4.8084 1.0745 7.1480 0.054 0.205 0.181 -1.0349
Cl -4.9523 -0.0347 5.7834 0.047 0.017 0.138 0.5577
Cl -6.2193 2.1295 7.2826 0.025 0.015 0.050 0.5138
H -4.7134 0.4963 8.0607 -0.099 -0.039 -0.055 0.0306
H -3.9235 1.6858 7.0013 -0.186 -0.046 -0.090 -0.0443
C -5.6135 3.5808 -3.8082 -0.162 0.081 -0.078 -0.9632
Cl -4.8007 4.9431 -4.5858 -0.205 -0.174 0.086 0.5000
Cl -4.4591 2.4157 -3.1277 -0.198 -0.068 -0.008 0.5223
H -6.2394 3.9584 -3.0069 0.135 0.009 0.053 0.0294
H -6.2250 3.0732 -4.5464 0.125 -0.044 -0.022 0.0295
C -4.6977 4.9701 -8.8947 0.001 -0.008 -0.096 -1.0176
Cl -5.9433 5.8937 -8.0476 -0.039 0.017 -0.081 0.4972
Cl -3.5237 4.2827 -7.7647 0.095 -0.044 -0.142 0.4765
H -5.1710 4.1632 -9.4432 -0.024 -0.019 0.117 0.0244
H -4.1788 5.6288 -9.5822 0.020 0.051 0.117 0.0257
C 5.7875 -6.9584 -3.5333 0.009 -0.138 -0.121 -1.0058
Cl 6.1936 -5.5874 -4.5687 0.152 -0.012 -0.026 0.5663
Cl 5.0185 -6.4304 -2.0238 0.225 -0.225 0.239 0.4749
H 5.1057 -7.6218 -4.0671 0.221 0.472 0.205 -0.0778
H 6.7028 -7.4870 -3.2893 0.000 0.101 0.067 0.0364
C 2.6433 5.3334 -5.9726 -0.068 -0.015 -0.113 -1.0551
Cl 3.9429 5.5363 -7.1500 -0.161 0.079 -0.314 0.4977
Cl 2.5483 6.7062 -4.8670 -0.053 -0.017 0.058 0.4937
H 1.7008 5.2436 -6.5011 0.064 0.108 -0.031 -0.0029
H 2.8302 4.4368 -5.4001 0.122 -0.087 0.110 0.0023
C 4.5211 2.0668 5.6567 0.022 0.153 -0.106 -1.0402
Cl 6.0024 1.3648 6.3235 0.022 -0.080 -0.078 0.5080
Cl 3.6583 3.0209 6.8694 -0.090 -0.006 -0.053 0.5192
H 4.7810 2.7099 4.8228 0.071 0.058 0.106 0.0291
H 3.8782 1.2687 5.3193 0.013 -0.027 0.184 -0.0329
C 3.3547 -9.6272 -2.9738 -0.093 -0.042 0.155 -1.0088
Cl 4.0911 -9.5730 -4.5832 -0.248 -0.286 -0.172 0.5638
Cl 3.4649 -11.2423 -2.2707 -0.031 0.070 0.043 0.5280
H 3.8710 -8.9264 -2.3270 0.079 -0.064 -0.038 -0.0215
H 2.3092 -9.3505 -3.0579 0.019 -0.090 -0.110 0.0311
C -3.5937 8.0115 3.2370 -0.239 0.361 -0.034 -0.9573
Cl -3.0828 8.4525 1.6023 -0.140 -0.345 0.523 0.4998
Cl -3.1448 6.3545 3.6866 0.228 0.847 0.879 0.6040
H -3.1280 8.6981 3.9352 0.091 -0.118 -0.002 0.0287
H -4.6731 8.0977 3.3006 0.028 -0.101 -0.031 0.0303
C 7.0581 3.6273 -5.9158 0.036 0.051 -0.083 -1.0170
Cl 5.7719 4.1565 -4.8297 0.176 -0.053 0.324 0.4996
Cl 6.8407 1.9385 -6.3991 0.070 0.028 -0.040 0.4957
H 7.0458 4.2510 -6.8036 -0.139 -0.060 -0.002 0.0216
H 8.0103 3.7271 -5.4072 -0.067 -0.081 0.070 0.0255
C 0.1724 8.6595 -0.9463 0.055 0.033 0.076 -0.9546
Cl 0.3182 7.8668 -2.5232 0.574 0.035 0.220 0.5264
Cl -1.4395 9.3396 -0.6991 0.302 0.285 -0.336 0.4818
H 0.3744 7.9342 -0.1647 -0.124 -0.062 -0.083 0.0333
H 0.8966 9.4650 -0.8986 -0.060 0.015 -0.093 0.0299

***

Quick rundown of largest force on an atom, same order as above: 1.758; 5.489 eV Å⁻¹